one.
{
  "formula": "C4H8N2",
  "method": "ωB97M-V/def2-TZVPD",
  "symbols": ["C", "N", "C", "C", "C", "N", "H", "H", "H", "H", "H", "H", "H", "H"],
  "coordinates": [[-0.309, 1.301, 0.433], [-0.406, 0.070, -0.338], [-1.334, -0.902, 0.206], [0.847, -0.525, -0.794], [2.057, 0.147, -0.294], [2.992, 0.624, 0.188], [-1.270, 1.481, 0.924], [-0.104, 2.156, -0.222], [0.466, 1.279, 1.214], [-1.091, -1.226, 1.234], [-1.357, -1.787, -0.438], [-2.343, -0.477, 0.208], [0.876, -0.588, -1.890], [0.978, -1.554, -0.431]],
  "mulliken_charge": [-1.0033, -0.0011, -1.0597, -0.3317, 0.1878, -0.4094, 0.3425, 0.2917, 0.3600, 0.3616, 0.3960, 0.3407, 0.2313, 0.2937],
  "smiles": "CN(C)CC#N",
  "homo_ha": -0.3264,
  "multiplicity": 1,
  "charge": 0,
  "lumo_ev": 0.84
}

=====

two.
{
  "formula": "C4H8N2",
  "method": "ωB97M-V/def2-TZVPD",
  "symbols": ["C", "N", "C", "C", "C", "N", "H", "H", "H", "H", "H", "H", "H", "H"],
  "coordinates": [[0.297, -0.237, -1.546], [0.143, -0.359, -0.107], [1.318, 0.145, 0.582], [-1.077, 0.256, 0.381], [-1.657, -0.476, 1.526], [-2.165, -1.036, 2.401], [0.580, 0.785, -1.865], [-0.636, -0.518, -2.046], [1.077, -0.931, -1.878], [1.205, 0.020, 1.663], [1.498, 1.217, 0.363], [2.200, -0.419, 0.260], [-1.834, 0.241, -0.410], [-0.949, 1.312, 0.677]],
  "mulliken_charge": [-0.9671, -0.0807, -0.9899, -0.3731, 0.2365, -0.4189, 0.3402, 0.3400, 0.3228, 0.2885, 0.3743, 0.3131, 0.3449, 0.2695],
  "smiles": "CN(C)CC#N",
  "homo_ha": -0.3435,
  "multiplicity": 1,
  "charge": 0,
  "lumo_ev": 0.83
}

=====

Most favorable first, least favorable last: two, one

=====

one.
{
  "formula": "C4H8N2",
  "method": "ωB97M-V/def2-TZVPD",
  "symbols": ["C", "C", "N", "H", "H", "H", "C", "N", "C", "H", "H", "H", "H", "H"],
  "coordinates": [[0.525, -0.501, -1.869], [-0.301, -1.317, -1.271], [-1.046, -2.048, -0.623], [1.579, -0.742, -1.908], [0.181, 0.462, -2.225], [-0.988, -1.768, 0.368], [0.113, -0.388, 1.572], [0.732, 0.404, 0.803], [0.011, 1.604, 0.398], [0.621, -1.283, 1.934], [-0.920, -0.216, 1.913], [-1.013, 1.400, 0.052], [0.553, 2.116, -0.402], [-0.046, 2.277, 1.258]],
  "mulliken_charge": [-0.8711, 0.6659, -0.6323, 0.2589, 0.3086, 0.3191, -0.6524, -0.3153, -0.8879, 0.4140, 0.3831, 0.3595, 0.2737, 0.3760],
  "smiles": "C=C=N.C=NC",
  "homo_ha": -0.3339,
  "multiplicity": 1,
  "charge": 0,
  "lumo_ev": 1.03
}

=====

two.
{
  "formula": "C4H8N2",
  "method": "ωB97M-V/def2-TZVPD",
  "symbols": ["H", "N", "C", "N", "C", "C", "C", "H", "H", "H", "H", "H", "H", "H"],
  "coordinates": [[2.945, 0.856, -0.313], [2.557, 0.743, 0.660], [1.306, 0.503, 0.577], [0.458, 0.320, -0.497], [-0.915, 0.218, -0.234], [-1.752, -0.834, -0.914], [-1.437, -0.876, 0.553], [0.759, 0.079, 1.420], [0.712, 0.896, -1.347], [-1.634, 1.101, -0.122], [-1.395, -1.636, -1.598], [-2.753, -0.527, -1.238], [-0.781, -1.698, 0.776], [-2.172, -0.585, 1.395]],
  "mulliken_charge": [0.2103, -0.5968, 0.0481, -0.2886, 0.1172, -0.6993, -0.5994, 0.3198, 0.2867, 0.2048, 0.2522, 0.2135, 0.3129, 0.2185],
  "smiles": "[H]/N=C\\NC1CC1",
  "homo_ha": -0.3360,
  "multiplicity": 1,
  "charge": 0,
  "lumo_ev": 1.02
}

=====

three.
{
  "formula": "C4H8N2",
  "method": "ωB97M-V/def2-TZVPD",
  "symbols": ["N", "C", "C", "C", "C", "N", "H", "H", "H", "H", "H", "H", "H", "H"],
  "coordinates": [[2.163, 0.687, 0.580], [1.465, 0.228, -0.634], [0.389, -0.709, -0.170], [-0.872, -0.354, -0.017], [-2.077, 0.285, -0.483], [-2.081, -0.809, 0.544], [2.587, -0.138, 1.013], [1.429, 0.972, 1.233], [2.206, -0.216, -1.312], [1.037, 1.102, -1.137], [0.722, -1.633, 0.297], [-2.426, -0.077, -1.446], [-2.398, 1.285, -0.217], [-2.177, -0.396, 1.473]],
  "mulliken_charge": [-0.6587, -0.5240, -0.4368, 0.3115, -0.2776, -0.5884, 0.2608, 0.2758, 0.3249, 0.3075, 0.3037, 0.2072, 0.2378, 0.2563],
  "smiles": "NC/C=C1\\CN1",
  "homo_ha": -0.3170,
  "multiplicity": 1,
  "charge": 0,
  "lumo_ev": 1.02
}

=====

Most favorable first, least favorable last: two, three, one

=====

one.
{
  "formula": "C4H8N2",
  "method": "ωB97M-V/def2-TZVPD",
  "symbols": ["C", "C", "N", "C", "C", "N", "H", "H", "H", "H", "H", "H", "H", "H"],
  "coordinates": [[-1.029, -1.173, 1.384], [-0.090, -0.665, 0.302], [-0.339, 0.747, 0.020], [0.251, 1.221, -1.212], [1.681, 0.864, -1.401], [2.787, 0.540, -1.512], [-2.069, -1.089, 1.055], [-0.916, -0.593, 2.307], [-0.815, -2.220, 1.624], [0.960, -0.848, 0.582], [-0.260, -1.222, -0.627], [-0.017, 1.316, 0.797], [0.161, 2.311, -1.259], [-0.305, 0.811, -2.061]],
  "mulliken_charge": [-1.2011, -0.3549, -0.3428, -0.5695, 0.3933, -0.4096, 0.3122, 0.3053, 0.3567, 0.3154, 0.3233, 0.2699, 0.3294, 0.2724],
  "smiles": "CCNCC#N",
  "homo_ha": -0.3583,
  "multiplicity": 1,
  "charge": 0,
  "lumo_ev": 0.90
}

=====

two.
{
  "formula": "C4H8N2",
  "method": "ωB97M-V/def2-TZVPD",
  "symbols": ["C", "C", "C", "N", "C", "N", "H", "H", "H", "H", "H", "H", "H", "H"],
  "coordinates": [[0.950, 1.253, -0.362], [0.549, -0.035, 0.366], [0.237, -1.144, -0.640], [-1.246, -1.327, -0.552], [-1.667, -0.600, 0.390], [-0.698, 0.105, 1.095], [0.177, 1.419, -1.129], [0.902, 2.104, 0.324], [1.936, 1.091, -0.818], [1.312, -0.273, 1.073], [0.550, -0.892, -1.640], [0.715, -2.085, -0.323], [-2.711, -0.624, 0.716], [-1.003, 1.009, 1.499]],
  "mulliken_charge": [-1.3542, 0.2623, -0.5399, -0.5438, -0.0565, -0.3275, 0.3483, 0.3627, 0.3327, 0.2677, 0.3062, 0.2960, 0.3871, 0.2588],
  "smiles": "C[C@@H]1CN=CN1",
  "homo_ha": -0.3178,
  "multiplicity": 1,
  "charge": 0,
  "lumo_ev": 1.02
}

=====

three.
{
  "formula": "C4H8N2",
  "method": "ωB97M-V/def2-TZVPD",
  "symbols": ["C", "N", "C", "C", "C", "N", "H", "H", "H", "H", "H", "H", "H", "H"],
  "coordinates": [[-0.454, 1.364, 0.170], [-0.475, 0.046, -0.442], [-1.124, -0.943, 0.400], [0.827, -0.362, -0.916], [1.908, -0.313, 0.107], [2.731, -0.225, 0.916], [-1.464, 1.622, 0.501], [-0.133, 2.110, -0.565], [0.221, 1.422, 1.043], [-0.646, -1.071, 1.387], [-1.135, -1.912, -0.111], [-2.164, -0.640, 0.559], [1.135, 0.287, -1.744], [0.773, -1.384, -1.305]],
  "mulliken_charge": [-0.9473, -0.0504, -0.9224, -0.6072, 0.3805, -0.4189, 0.3113, 0.2764, 0.3723, 0.3492, 0.3052, 0.3174, 0.3181, 0.3157],
  "smiles": "CN(C)CC#N",
  "homo_ha": -0.3424,
  "multiplicity": 1,
  "charge": 0,
  "lumo_ev": 0.87
}

=====

four.
{
  "formula": "C4H8N2",
  "method": "ωB97M-V/def2-TZVPD",
  "symbols": ["C", "C", "N", "H", "H", "H", "C", "N", "C", "H", "H", "H", "H", "H"],
  "coordinates": [[-2.030, 0.776, -1.459], [-2.003, 0.079, -0.349], [-2.037, -0.563, 0.696], [-2.291, 0.291, -2.392], [-1.786, 1.832, -1.453], [-1.132, -1.003, 0.883], [1.347, -1.155, 1.367], [0.996, -0.785, 0.210], [1.423, 0.536, -0.231], [1.018, -2.131, 1.729], [1.948, -0.541, 2.051], [0.728, 1.287, 0.160], [1.382, 0.589, -1.321], [2.437, 0.788, 0.108]],
  "mulliken_charge": [-0.8827, 0.5768, -0.5990, 0.2328, 0.2732, 0.3959, -0.2111, -0.4556, -0.8575, 0.3071, 0.2692, 0.2612, 0.2785, 0.4113],
  "smiles": "C=C=N.C=NC",
  "homo_ha": -0.3285,
  "multiplicity": 1,
  "charge": 0,
  "lumo_ev": 0.99
}

=====

Most favorable first, least favorable last: two, one, three, four

=====

one.
{
  "formula": "C4H8N2",
  "method": "ωB97M-V/def2-TZVPD",
  "symbols": ["C", "N", "C", "C", "C", "N", "H", "H", "H", "H", "H", "H", "H", "H"],
  "coordinates": [[1.114, -1.277, 0.157], [0.402, 0.009, 0.174], [0.754, 0.913, -0.708], [-0.660, 0.064, 1.020], [-1.401, 1.253, 1.127], [-1.985, 2.259, 1.194], [0.569, -1.973, -0.486], [1.161, -1.668, 1.173], [2.124, -1.129, -0.225], [0.190, 1.834, -0.770], [-1.292, 0.022, -1.758], [1.608, 0.721, -1.341], [-0.855, -0.789, 1.650], [-1.728, -0.237, -1.206]],
  "mulliken_charge": [-0.9926, 0.1372, -0.4142, -0.3112, 0.2182, -0.4724, 0.3338, 0.3345, 0.3414, 0.3126, 0.0049, 0.1956, 0.3186, -0.0064],
  "homo_ha": [-0.2844, -0.2844],
  "multiplicity": 1,
  "charge": 0,
  "lumo_ev": [0.45, 0.45]
}

=====

two.
{
  "formula": "C4H8N2",
  "method": "ωB97M-V/def2-TZVPD",
  "symbols": ["C", "N", "C", "C", "C", "N", "H", "H", "H", "H", "H", "H", "H", "H"],
  "coordinates": [[-1.457, 0.506, 0.963], [-0.579, -0.448, 0.740], [0.588, -0.424, 0.059], [1.191, 0.873, -0.378], [1.264, -1.656, -0.076], [1.821, -2.671, -0.210], [-1.242, 1.518, 0.654], [-2.387, 0.245, 1.444], [-1.630, 0.172, -1.489], [-0.850, -1.373, 1.060], [-1.004, -0.172, -1.718], [1.902, 0.696, -1.189], [0.432, 1.569, -0.755], [1.726, 1.370, 0.442]],
  "mulliken_charge": [-0.5490, -0.0974, 0.4650, -1.2336, 0.1210, -0.4739, 0.2893, 0.2379, 0.0277, 0.2190, -0.0188, 0.3522, 0.3486, 0.3120],
  "homo_ha": [-0.2795, -0.2795],
  "multiplicity": 1,
  "charge": 0,
  "lumo_ev": [0.53, 0.53]
}

=====

Most favorable first, least favorable last: two, one